No. 1
A molecular structure, C25H34BCl3N8PtSi, computed with the ωB97M-V functional and the def2-TZVPD basis.

```
73
Properties=species:S:1:pos:R:3
Pt -0.25766 0.80103 -0.70965
C 2.98134 -1.25571 0.91017
C 2.40394 -2.63566 1.20320
C 2.26361 -2.87178 2.71011
C 1.12340 -2.88429 0.44702
C 0.41851 -4.10107 0.28991
C -0.55147 -3.81336 -0.64135
N -0.45073 -2.50818 -0.97227
N 0.57842 -1.94221 -0.30919
B -0.95756 -1.84144 -2.27243
N -2.11415 -0.83826 -2.03276
C -3.41582 -1.06957 -1.90893
C -4.07208 0.15036 -1.83572
C -3.07094 1.11228 -1.94394
N -1.87356 0.49827 -2.07204
C -3.24204 2.59401 -2.18297
C -2.04650 3.45475 -1.78199
C -4.52650 3.11059 -1.54095
N 0.20964 -1.09641 -2.97215
C 0.72580 -1.51369 -4.13667
C 1.81684 -0.73839 -4.43685
C 1.91365 0.17526 -3.37315
N 0.93469 -0.03042 -2.49688
C 3.02553 1.18673 -3.28178
C 2.99646 2.04769 -2.03329
C 4.37743 0.47379 -3.39741
H 3.89623 -1.10388 1.48753
H 2.27402 -0.46882 1.17175
H 3.21467 -1.14674 -0.14966
H 3.11152 -3.38347 0.82607
H 1.79806 -2.00952 3.19448
H 3.24303 -3.00990 3.17071
H 1.66149 -3.75731 2.92545
H 0.62140 -5.05315 0.75184
H -1.29237 -4.44445 -1.10571
H -1.37632 -2.70532 -2.99875
H -3.79734 -2.07738 -1.89263
H -5.13330 0.31218 -1.76747
H -3.35004 2.68284 -3.27043
H -1.98282 3.56643 -0.69854
H -2.15689 4.44820 -2.21995
H -1.10517 3.03057 -2.12717
H -4.49654 2.97394 -0.45710
H -5.41180 2.60454 -1.92672
H -4.64026 4.17715 -1.73936
H 0.28922 -2.35432 -4.64884
H 2.46624 -0.81824 -5.29052
H 2.91911 1.84416 -4.15174
H 3.10889 1.45192 -1.12829
H 2.06320 2.60320 -1.95352
H 3.81700 2.76713 -2.07078
H 4.52585 -0.18726 -2.54047
H 5.18512 1.20798 -3.40304
H 4.45812 -0.12588 -4.30277
N -1.05327 -1.32641 4.01240
C -0.68341 -1.03783 2.76661
N -0.20451 0.19330 2.61732
C -0.28737 0.74268 3.91632
C 0.12765 1.98184 4.39581
C -0.06770 2.24481 5.73720
C -0.64291 1.30057 6.59927
C -1.02724 0.05498 6.14261
C -0.82586 -0.19423 4.79253
H -1.40772 -2.21642 4.31818
H -0.73097 -1.75686 1.96047
H 0.55409 2.70364 3.71314
H 0.22797 3.20466 6.13925
H -0.77527 1.54791 7.64386
H -1.44855 -0.68891 6.80543
Cl -3.01908 -0.05378 1.55748
Si -1.33675 1.09741 1.10744
Cl -1.78100 2.82689 2.10216
Cl 1.28131 1.88682 0.76013
```

Computed properties:
* multiplicity: 1


No. 2
A molecular structure, C25H34CaGeN3O8S2, computed with the ωB97M-V functional and the def2-TZVPD basis.

```
74
Properties=species:S:1:pos:R:3
Ca -0.82055 -0.03053 0.39961
C 0.91868 4.45271 -0.09835
C 0.02185 3.23198 -0.23060
S 0.69011 1.78658 -1.04887
C -1.28810 3.29995 0.08576
C -1.77162 4.63828 0.62702
S -2.50985 2.03165 -0.06818
H 1.87540 4.29951 -0.59226
H 1.12039 4.70223 0.94943
H 0.46246 5.34294 -0.54482
H -1.49053 5.46904 -0.02735
H -1.32992 4.84205 1.61300
H -2.85138 4.63076 0.73176
C -4.82554 -1.04442 0.18488
C -3.65199 -1.95489 0.03874
N -2.42956 -1.58482 -0.26803
C -1.65334 -2.74098 -0.27602
C -2.44083 -3.81951 0.03175
N -3.69149 -3.29499 0.21389
C -2.29799 -5.29914 0.18026
O -1.11770 -5.83379 0.01973
O -3.29861 -5.94650 0.42209
C -0.16306 -2.64616 -0.53168
O 0.50341 -3.70338 -0.53720
O 0.29599 -1.47404 -0.69849
H -4.49792 -0.01351 0.05656
H -5.27314 -1.14438 1.17666
H -5.59086 -1.26684 -0.56339
H -4.48292 -3.86657 0.45716
H -0.40464 -5.11554 -0.19063
C 6.58963 -1.45466 0.69637
C 5.13332 -1.26684 0.26861
C 4.24400 -0.76534 1.41090
C 2.78392 -0.46358 1.02043
Ge 2.66644 1.05595 -0.17889
C 3.94522 2.42428 0.31575
C 3.76516 3.23552 1.60970
C 3.58190 2.43001 2.89787
C 3.06328 3.29638 4.04219
H 7.20552 -1.85868 -0.11391
H 6.66352 -2.14532 1.54647
H 7.03402 -0.50009 1.00964
H 4.72503 -2.21374 -0.10314
H 5.08782 -0.57080 -0.57338
H 4.71506 0.11356 1.86435
H 4.22746 -1.53088 2.19520
H 2.17679 -0.26564 1.90031
H 2.34124 -1.30317 0.48480
H 3.21211 0.58833 -1.55032
H 4.02063 3.07760 -0.55882
H 4.88329 1.84732 0.35222
H 2.90985 3.90224 1.50664
H 4.63706 3.88832 1.73385
H 4.53231 1.96950 3.18437
H 2.87805 1.60985 2.72601
H 3.69133 4.18298 4.18380
H 3.03577 2.75782 4.99095
H 2.04407 3.64247 3.83230
O 0.10977 0.80830 2.29665
C -0.50062 -0.11698 2.90826
O -1.29228 -0.94002 2.34329
C -0.26570 -0.26374 4.39449
C -0.53104 -1.47052 5.02545
C -0.31896 -1.60982 6.39216
C 0.12396 -0.53114 7.14151
C 0.35959 0.66002 6.49159
C 0.19556 0.81717 5.13154
N 0.80188 1.83885 7.30925
O 0.90116 1.69082 8.50368
O 0.95401 2.88857 6.74069
H -0.90352 -2.29276 4.42453
H -0.51259 -2.55580 6.88085
H 0.27744 -0.59727 8.20946
H 0.40442 1.76245 4.64555
```

Computed properties:
* charge: -1
* multiplicity: 1


No. 3
A molecular structure, C25H34CdN4O3PSiTe, computed with the ωB97M-V functional and the def2-TZVPD basis.

```
70
Properties=species:S:1:pos:R:3
Cd -1.01208 -1.17561 -1.01635
C -2.39067 -0.29776 0.44384
Si -1.56046 1.04764 1.33008
C -0.84531 2.22799 0.02139
N 0.09582 1.57051 -0.91974
C 0.00395 2.10319 -2.28502
C 0.42932 3.56969 -2.40953
C 1.63437 3.87232 -1.49637
C 2.39723 2.58353 -1.20012
C 1.50761 1.60566 -0.42161
C -2.73212 2.07270 2.41360
C -2.86441 1.81562 3.78529
C -3.82477 2.46603 4.55677
C -4.67692 3.39546 3.97090
C -4.56277 3.67040 2.61276
C -3.60366 3.01313 1.84849
C -0.20900 0.42491 2.48077
C 0.13579 -0.92956 2.53157
C 1.17838 -1.37530 3.34045
C 1.88972 -0.47290 4.11902
C 1.55465 0.87967 4.09220
C 0.51698 1.31837 3.28025
H -3.22703 0.10822 -0.13403
H -2.77379 -1.07883 1.09962
H -0.40411 3.13691 0.46243
H -1.72007 2.56531 -0.55363
H -1.02046 1.97971 -2.63947
H 0.62568 1.48119 -2.92985
H -0.40867 4.22521 -2.16357
H 0.68289 3.75881 -3.45616
H 1.29221 4.29874 -0.54760
H 2.28629 4.61517 -1.95885
H 3.29368 2.77823 -0.60853
H 2.72860 2.13326 -2.14117
H 1.49225 1.92008 0.62143
H 1.94483 0.61660 -0.44503
H -2.20111 1.09515 4.25859
H -3.90923 2.24659 5.61723
H -5.42644 3.90351 4.56957
H -5.22431 4.39413 2.14920
H -3.53499 3.23764 0.78528
H -0.40290 -1.64944 1.91968
H 1.43871 -2.42893 3.35206
H 2.70424 -0.81747 4.74581
H 2.10409 1.58829 4.70237
H 0.26576 2.37816 3.26350
C 2.05036 -5.07109 1.37824
C 2.82841 -4.33774 0.30291
O 2.13204 -4.30142 -0.97147
P 0.93781 -3.24353 -1.19866
O 1.23378 -1.96323 -0.46440
Te -1.21938 -4.08690 -0.67478
O 1.09553 -2.94048 -2.75504
C 1.44872 -3.83850 -3.83187
C 0.58744 -5.07726 -3.98713
H 2.68793 -5.21078 2.25598
H 1.72630 -6.04946 1.01811
H 1.16236 -4.51042 1.67238
H 3.76823 -4.84526 0.10034
H 3.05081 -3.31871 0.62008
H 2.49529 -4.11215 -3.71338
H 1.35931 -3.21775 -4.71717
H 0.60934 -5.69607 -3.09009
H 0.97414 -5.66979 -4.82166
H -0.44945 -4.80948 -4.19059
N -1.32376 -0.83281 -3.15806
C -0.82015 -0.39204 -4.12077
N -0.28939 0.03912 -5.20201
C 0.00129 1.27640 -5.55635
N 0.28525 2.33742 -5.94213
```

Computed properties:
* charge: -1
* multiplicity: 1


| no. | HOMO-LUMO gap (eV) | HOMO level (eV) | LUMO level (eV) |
| --- | --- | --- | --- |
| 1 | 8.5 | -8.37 | 0.12 |
| 2 | 5.9 | -4.35 | 1.59 |
| 3 | 7.3 | -4.90 | 2.42 |